Record 1
{
  "formula": "C2HLiO3Rb",
  "method": "ωB97M-V with the def2-TZVPD basis set",
  "multiplicity": 2,
  "energy_ev": -9092.301,
  "s2": 0.75,
  "homo_ha": [-0.1146, -0.2382],
  "gap_ha": [0.0794, 0.1995],
  "species": ["O", "C", "H", "O", "C", "O", "Rb", "Li"],
  "xyz": [[1.9620, -0.0528, 0.1964], [1.4047, 1.0116, 0.0639], [1.9497, 1.9734, 0.0326], [-0.7021, -0.0905, -0.1661], [-0.1084, 1.0255, -0.2318], [-0.6895, 2.1168, -0.0879], [0.6093, -2.9951, 0.1795], [-2.3918, 0.9789, -0.1082]],
  "atomic_forces_ev_per_a": [[2.605, -4.383, 0.663], [-4.065, 2.787, -1.675], [-0.274, -0.020, 0.026], [-2.377, -2.374, -0.595], [5.290, 0.509, 2.313], [-2.871, 1.869, -0.656], [0.137, 1.381, -0.092], [1.556, 0.231, 0.017]]
}

---

Record 2
{
  "formula": "C4H8OS",
  "method": "ωB97M-V with the def2-TZVPD basis set",
  "energy_ev": -17159.644,
  "homo_ha": -0.3134,
  "gap_ha": 0.3481,
  "species": ["C", "C", "O", "C", "S", "C", "H", "H", "H", "H", "H", "H", "H", "H"],
  "xyz": [[0.3422, -0.9451, 0.4369], [-0.6670, -0.0465, 1.1345], [-0.8989, 1.1467, 0.3470], [0.1620, 1.6251, -0.3929], [0.5875, 0.5903, -1.8484], [0.1360, -0.9769, -1.0627], [1.3774, -0.5482, 0.6190], [0.2414, -1.9831, 0.8095], [-1.6503, -0.5121, 1.2943], [-0.2177, 0.1844, 2.1087], [1.0197, 1.7787, 0.2886], [-0.1323, 2.5757, -0.9009], [-0.9679, -1.1174, -1.2318], [0.6680, -1.7716, -1.6019]],
  "atomic_forces_ev_per_a": [[0.950, -0.476, -0.124], [0.630, 0.416, -0.478], [-1.183, -0.518, 0.540], [0.536, 0.853, -0.385], [0.131, -0.106, 0.385], [-1.557, -0.241, -0.675], [-0.799, -0.635, 0.121], [0.281, 0.551, 0.102], [0.331, 0.167, -0.235], [-0.368, 0.385, 0.044], [-0.031, 0.053, -0.567], [0.178, -0.529, 0.928], [0.980, -0.082, -0.061], [-0.080, 0.163, 0.403]]
}

---

Record 3
{
  "formula": "C17H17CeClO3S",
  "method": "ωB97M-V with the def2-TZVPD basis set",
  "energy_ev": -60331.733,
  "homo_ha": [-0.2486, -0.2483],
  "gap_ha": [0.1447, 0.1435],
  "species": ["C", "C", "C", "H", "C", "C", "H", "H", "H", "H", "Ce", "Cl", "C", "C", "C", "H", "C", "C", "H", "H", "H", "H", "C", "C", "C", "C", "C", "C", "C", "S", "O", "O", "O", "H", "H", "H", "H", "H", "H", "H"],
  "xyz": [[1.0165, -2.0334, 0.1298], [1.0289, -1.5039, -1.2023], [-0.3573, -1.5458, -1.7082], [1.8733, -1.1883, -1.7952], [-1.1796, -2.0762, -0.6310], [-0.3297, -2.3414, 0.4796], [-0.6532, -2.8448, 1.3803], [1.9061, -2.2179, 0.7303], [-0.7103, -1.1492, -2.6892], [-2.2630, -2.1987, -0.6951], [-0.4845, 0.3312, -0.1821], [1.6726, 1.6642, -0.4001], [0.0466, 2.5078, -3.4670], [-1.1798, 1.8706, -3.8074], [-0.8692, 0.6418, -4.4563], [-2.1799, 2.3072, -3.7250], [0.5481, 0.5193, -4.5111], [1.1132, 1.6707, -3.9007], [2.1764, 1.9200, -3.8891], [0.1568, 3.5226, -3.0716], [-1.5814, -0.0275, -4.9439], [1.1006, -0.2556, -5.0453], [-1.0284, 2.7870, 7.9481], [-1.4503, 2.3417, 6.5674], [-2.0054, 1.0651, 6.3849], [-2.3113, 0.5908, 5.1048], [-2.0814, 1.4171, 3.9864], [-1.5763, 2.7140, 4.1563], [-1.2543, 3.1610, 5.4447], [-2.4799, 0.7566, 2.3554], [-1.5589, -0.4379, 2.2238], [-3.8671, 0.5512, 2.3408], [-1.9661, 1.7161, 1.2830], [-1.8394, 2.7375, 8.6847], [-0.2216, 2.1569, 8.3475], [-0.6735, 3.8214, 7.9561], [-2.2132, 0.4390, 7.2592], [-2.7794, -0.3905, 4.9992], [-1.4758, 3.3996, 3.3112], [-0.8455, 4.1690, 5.5933]],
  "atomic_forces_ev_per_a": [[-0.554, 0.572, -1.098], [-2.036, -1.075, -0.263], [0.969, -0.897, 0.698], [0.012, 0.135, 0.147], [1.132, 0.264, -0.996], [0.029, -0.325, -0.890], [0.040, 0.442, 0.100], [-0.372, 0.279, -0.022], [0.423, -0.317, 0.681], [0.372, -0.009, 0.204], [-0.034, 2.242, 1.589], [-0.663, -0.543, 0.468], [0.331, -0.172, 0.268], [-0.218, -0.457, 0.291], [0.311, 0.045, 0.035], [0.430, -0.161, 0.019], [-0.256, 0.503, 0.047], [-0.391, -0.216, -0.243], [-0.410, -0.113, 0.176], [-0.078, -0.490, -0.078], [0.197, 0.215, 0.254], [-0.178, 0.184, 0.284], [0.011, 0.153, 0.268], [0.133, -0.087, -0.238], [-0.058, 0.064, -0.469], [-0.088, 0.420, 0.052], [0.208, 0.349, 0.062], [-0.203, -0.206, 0.158], [-0.089, -0.208, 0.184], [3.583, 0.572, 0.480], [-0.843, 0.903, -0.911], [-1.708, -0.682, -0.404], [-0.122, -0.851, 0.241], [-0.017, -0.095, -0.270], [-0.144, 0.103, -0.224], [0.000, -0.144, -0.130], [0.130, 0.187, -0.364], [0.271, 0.286, -0.121], [0.083, -0.409, 0.176], [-0.200, -0.460, -0.160]]
}